[1]
{
  "formula": "C2H2O3S",
  "method": "wB97M-V/def2-TZVPD",
  "smiles": "O=S(=O)=C1CO1",
  "homo_lumo_gap_ev": [8.2, 8.2],
  "e_lumo_ha": [-0.06955, -0.06949],
  "e_tot_ha": -701.15095,
  "e_homo_ev": [-10.05, -10.05],
  "elements": ["O", "S", "O", "C", "C", "O", "H", "H"],
  "xyz": [[-2.521, 0.804, 0.364], [-1.469, -0.151, 0.364], [-1.818, -1.461, -0.078], [0.045, 0.410, -0.605], [1.322, -0.088, -0.009], [0.836, 1.321, -0.077], [1.599, -0.613, 0.877], [2.005, -0.223, -0.835]],
  "atomic_forces_ev_per_a": [[-0.4, 1.0, 0.3], [-0.9, -0.4, -0.3], [0.2, -0.8, 0.0], [0.9, -0.2, 1.6], [0.1, 0.9, -2.9], [0.1, -0.6, 0.2], [-0.7, 0.3, 0.9], [0.5, -0.2, 0.2]],
  "lowdin_charge": [-0.34, 0.80, -0.35, -0.24, -0.07, 0.00, 0.11, 0.10]
}

[2]
{
  "formula": "C26H60F6N13O16S2",
  "method": "wB97M-V/def2-TZVPD",
  "charge": -1,
  "homo_lumo_gap_ev": 9.3,
  "e_lumo_ha": 0.06652,
  "e_tot_ha": -4338.27387,
  "e_homo_ev": -7.50,
  "elements": ["C", "F", "F", "F", "S", "O", "O", "N", "S", "O", "O", "C", "F", "F", "F", "O", "C", "N", "C", "H", "H", "H", "H", "H", "O", "C", "N", "C", "H", "H", "H", "H", "H", "O", "C", "N", "C", "H", "H", "H", "H", "H", "O", "C", "N", "C", "H", "H", "H", "H", "H", "O", "C", "N", "C", "H", "H", "H", "H", "H", "O", "C", "N", "C", "H", "H", "H", "H", "H", "O", "C", "N", "C", "H", "H", "H", "H", "H", "O", "C", "N", "C", "H", "H", "H", "H", "H", "O", "C", "N", "C", "H", "H", "H", "H", "H", "O", "C", "N", "C", "H", "H", "H", "H", "H", "O", "C", "N", "C", "H", "H", "H", "H", "H", "O", "C", "N", "C", "H", "H", "H", "H", "H"],
  "xyz": [[-1.358, -3.420, -0.297], [-2.647, -3.570, -0.254], [-0.757, -4.535, 0.111], [-1.011, -3.294, -1.622], [-0.982, -1.760, 0.509], [-1.974, -0.905, -0.073], [-1.156, -2.052, 1.871], [0.463, -1.425, 0.088], [0.878, -0.199, -0.756], [1.152, -0.402, -2.086], [0.163, 0.939, -0.420], [2.621, 0.036, -0.044], [2.601, 0.348, 1.217], [3.287, -1.097, -0.222], [3.313, 1.011, -0.788], [5.712, 0.238, -4.270], [6.075, -0.917, -4.481], [5.182, -1.900, -4.747], [7.480, -1.449, -4.324], [5.375, -2.864, -4.629], [4.257, -1.666, -5.057], [7.212, -2.282, -3.694], [8.198, -0.786, -3.910], [7.844, -1.927, -5.212], [0.038, 2.831, 3.557], [-1.109, 2.853, 3.215], [-1.549, 2.288, 2.031], [-2.174, 3.602, 4.050], [-2.521, 2.316, 1.735], [-0.874, 1.815, 1.503], [-2.153, 3.099, 5.056], [-3.173, 3.596, 3.644], [-1.875, 4.614, 4.213], [-6.318, -2.554, -0.319], [-5.835, -2.040, -1.321], [-4.722, -1.208, -1.229], [-6.354, -2.299, -2.790], [-4.450, -0.699, -2.024], [-3.991, -1.671, -0.726], [-5.770, -3.247, -2.925], [-6.117, -1.594, -3.619], [-7.435, -2.452, -2.784], [4.607, -5.138, 1.113], [3.598, -4.743, 0.543], [2.745, -3.900, 1.199], [3.087, -5.286, -0.836], [3.152, -3.625, 2.093], [2.111, -3.205, 0.838], [2.066, -5.629, -0.617], [3.610, -6.241, -0.944], [3.186, -4.722, -1.710], [-3.766, 1.692, -4.599], [-2.652, 1.755, -5.022], [-2.031, 2.973, -5.077], [-1.838, 0.518, -5.442], [-1.108, 2.944, -5.410], [-2.656, 3.775, -5.151], [-1.438, 0.622, -6.469], [-2.525, -0.320, -5.340], [-0.915, 0.515, -4.835], [0.521, 2.267, -5.970], [1.301, 2.058, -5.048], [2.470, 1.438, -5.299], [1.110, 2.631, -3.663], [2.570, 0.954, -6.162], [3.149, 1.170, -4.577], [2.049, 2.579, -3.159], [0.372, 2.201, -2.972], [0.889, 3.671, -3.834], [2.845, -2.395, 5.280], [2.192, -1.413, 4.987], [0.898, -1.543, 4.648], [2.829, -0.016, 5.046], [0.377, -2.412, 4.453], [0.357, -0.709, 4.452], [2.266, 0.738, 4.489], [3.738, -0.124, 4.425], [3.098, 0.451, 5.979], [2.413, 5.566, -0.821], [2.285, 4.820, 0.087], [1.075, 4.337, 0.511], [3.495, 4.282, 0.847], [0.138, 4.437, 0.054], [1.068, 3.666, 1.197], [3.418, 3.684, 1.803], [4.104, 5.140, 1.026], [3.937, 3.587, 0.124], [5.349, -1.103, 2.921], [5.711, -2.292, 2.826], [5.314, -3.316, 3.652], [6.747, -2.701, 1.786], [5.463, -4.197, 3.282], [4.591, -3.152, 4.397], [7.099, -3.719, 1.892], [7.550, -1.887, 1.796], [6.203, -2.583, 0.800], [-4.611, 2.114, 2.338], [-4.754, 1.311, 3.211], [-5.573, 1.508, 4.221], [-3.771, 0.185, 3.345], [-5.748, 0.892, 4.963], [-6.251, 2.288, 4.194], [-4.128, -0.569, 4.012], [-2.831, 0.586, 3.638], [-3.588, -0.235, 2.393], [-2.103, 5.157, 0.003], [-2.185, 4.869, -1.204], [-1.089, 4.879, -2.010], [-3.498, 4.606, -1.941], [-0.151, 5.025, -1.714], [-1.137, 4.548, -2.967], [-4.277, 4.411, -1.216], [-3.515, 3.753, -2.646], [-3.834, 5.491, -2.527], [-6.022, -2.184, 5.022], [-5.797, -2.410, 3.853], [-6.284, -1.645, 2.887], [-4.973, -3.642, 3.391], [-6.858, -0.902, 3.263], [-6.355, -1.754, 1.891], [-3.977, -3.295, 3.249], [-5.346, -4.072, 2.451], [-5.112, -4.388, 4.135]],
  "atomic_forces_ev_per_a": [[1.7, 1.0, -2.0], [-1.5, -0.5, 0.3], [0.0, 0.3, 0.7], [-0.2, 0.0, 0.5], [-1.0, -0.3, -1.4], [-0.2, 0.1, -0.5], [0.3, -0.6, 2.5], [0.5, -1.7, 0.5], [2.6, 0.1, 3.2], [0.7, -1.4, -4.9], [-2.0, 3.5, 1.1], [-0.3, 0.5, -2.1], [0.2, 0.5, 0.7], [0.4, -0.4, 0.1], [-1.2, -1.1, 1.3], [0.5, -0.8, -0.7], [-0.1, 1.5, 0.6], [-0.7, 0.1, -0.6], [-1.4, -0.6, -0.1], [0.4, -0.6, -0.1], [-0.1, 0.2, 0.3], [0.9, -0.5, 0.9], [0.3, 0.6, 0.5], [0.2, 0.1, -0.7], [1.9, -0.3, 0.6], [-2.8, 0.6, -1.6], [-0.6, 1.2, 2.1], [0.6, -1.6, 0.8], [0.2, 0.0, 0.2], [0.9, -0.8, -1.1], [-0.2, 0.5, -0.8], [-0.2, -0.2, -0.2], [0.4, 0.7, 0.0], [0.3, -0.1, -1.0], [-0.1, 1.5, -0.7], [-1.5, -1.6, 0.7], [0.6, -0.4, 1.1], [0.5, 0.4, -1.1], [0.6, 0.6, 0.6], [-0.9, 0.5, -0.6], [0.3, -0.2, 1.0], [0.2, -0.4, 0.1], [-0.2, -0.2, -0.6], [-0.7, 0.4, -0.7], [0.9, 0.1, 1.0], [0.2, -2.1, 3.1], [-0.3, 0.0, -0.2], [-0.1, -0.3, -0.7], [0.0, 0.6, -0.5], [0.3, 0.2, -0.3], [0.0, 1.2, -1.0], [-2.4, -0.7, 0.5], [1.7, 0.3, -0.3], [-1.4, -0.2, 0.3], [0.2, 1.2, -0.1], [1.5, 0.6, -0.9], [0.6, -0.4, 0.1], [-0.5, 0.0, 0.4], [0.5, -0.2, 0.1], [-0.7, -0.6, 0.1], [-0.3, -0.1, -0.1], [0.1, 0.2, 0.1], [0.9, -0.6, 1.2], [0.1, -0.1, -0.1], [-0.1, 0.0, -0.6], [-0.6, 0.3, -0.3], [0.7, 0.1, 0.6], [0.0, -0.2, -0.7], [-0.2, 0.5, 0.1], [0.9, -0.9, 0.0], [0.2, 0.4, 1.0], [-1.8, 0.8, -0.7], [-0.1, 0.1, -2.2], [1.2, 0.6, 0.4], [0.3, -0.2, -0.1], [-0.4, -0.1, 0.1], [-0.1, -0.1, 0.5], [-0.1, -0.6, 0.6], [0.4, 2.0, -2.5], [-1.6, -2.5, 2.8], [-1.0, 1.3, -2.0], [-0.3, -1.2, 0.3], [1.6, 0.4, 0.6], [0.1, -1.7, 2.0], [-0.6, 0.8, -1.0], [0.8, 0.4, 0.0], [0.4, 0.3, 0.1], [0.4, -2.1, 0.0], [-0.1, 1.3, 0.7], [-1.0, 2.9, 1.1], [-0.5, 1.9, -1.1], [0.1, -2.1, -0.5], [0.8, -0.1, -1.2], [0.2, 0.0, 0.0], [-0.9, -1.4, 0.0], [0.7, -0.3, 0.9], [-0.3, 1.6, -2.2], [2.4, -1.0, 0.4], [-2.9, 1.9, 1.1], [-0.9, -0.1, 0.2], [0.2, -1.3, 0.7], [0.9, -0.6, -0.3], [0.1, -0.5, 0.6], [0.7, 0.4, 0.6], [0.0, -0.5, -1.2], [-0.3, -0.7, -1.9], [0.3, 0.8, 1.0], [-0.4, -0.5, -1.2], [-0.5, 0.0, -0.3], [0.5, 0.4, 0.7], [-0.4, 0.0, 0.3], [0.0, 0.0, 0.3], [0.5, 0.3, 0.4], [0.5, -0.4, 0.4], [0.2, 0.4, 0.9], [0.5, -2.5, -1.0], [-1.3, 1.8, -0.2], [-1.7, 1.0, -0.5], [0.0, 0.1, -0.2], [0.6, -0.7, -0.3], [1.1, -0.1, 0.0], [0.1, 0.5, 0.1], [0.5, -0.5, 0.8]],
  "lowdin_charge": [-0.66, 0.15, 0.14, 0.08, 0.53, -0.29, -0.28, -0.29, 0.47, -0.24, -0.26, -0.63, 0.17, 0.12, 0.06, 0.03, -0.58, 0.15, 0.00, 0.09, 0.10, 0.08, 0.08, 0.07, 0.03, -0.58, 0.20, 0.00, 0.08, 0.05, 0.10, 0.05, 0.06, 0.01, -0.53, 0.17, -0.01, 0.08, 0.05, 0.09, 0.08, 0.06, 0.01, -0.54, 0.17, 0.01, 0.09, 0.07, 0.08, 0.07, 0.05, 0.03, -0.60, 0.16, 0.00, 0.02, 0.12, 0.08, 0.08, 0.07, -0.01, -0.56, 0.18, 0.01, 0.10, 0.10, 0.07, 0.08, 0.08, -0.01, -0.58, 0.17, 0.01, 0.12, 0.10, 0.06, 0.06, 0.07, 0.05, -0.62, 0.19, 0.00, 0.09, 0.03, 0.10, 0.06, 0.08, -0.01, -0.57, 0.16, -0.03, 0.04, 0.10, 0.06, 0.10, 0.09, 0.03, -0.65, 0.18, 0.01, 0.08, 0.14, 0.05, 0.07, 0.07, 0.00, -0.54, 0.17, -0.01, 0.07, 0.07, 0.07, 0.06, 0.09, 0.02, -0.63, 0.18, 0.02, 0.11, 0.08, 0.06, 0.08, 0.06]
}